1.
The following is a quantum chemistry calculation of an isolated molecule of C9H16N2O3 in a non-equilibrium geometry, from the OMol25 dataset.

For the total energy, the calculation gives -687.59084 a.u. Its HOMO-LUMO gap (spin up / spin down) is 8.17 / 8.17 eV.

Element x y z (Å)
C (1.58, 0.97, 0.01)
C (-0.38, -2.10, -0.06)
C (0.23, 1.37, -0.48)
C (0.11, -0.25, 1.18)
C (-1.30, -1.33, -0.93)
C (2.89, 1.50, -0.44)
C (-0.07, 2.86, -0.28)
C (-0.32, -0.63, 2.55)
C (-2.65, -2.02, -1.17)
N (-0.67, 0.57, 0.37)
N (1.47, 0.07, 0.96)
O (2.39, -0.48, 1.61)
O (-1.70, -0.08, -0.26)
O (-0.72, -0.99, -2.17)
H (0.58, -2.39, -0.45)
H (-0.82, -2.75, 0.67)
H (0.07, 1.12, -1.53)
H (2.89, 1.67, -1.52)
H (3.67, 0.79, -0.18)
H (3.12, 2.45, 0.05)
H (-1.10, 3.06, -0.55)
H (0.59, 3.46, -0.91)
H (0.09, 3.14, 0.76)
H (-1.33, -1.02, 2.55)
H (-0.29, 0.25, 3.20)
H (0.38, -1.37, 2.94)
H (-2.48, -2.95, -1.71)
H (-3.28, -1.36, -1.76)
H (-3.13, -2.22, -0.22)
H (0.17, -1.36, -2.23)

These are the Löwdin partial charges, in e, on atoms 1 to 2:
1 C -0.176
2 C 0.101

***

2.
The following is a quantum chemistry calculation of an isolated molecule of C9H16N2O4 in a non-equilibrium geometry, from the OMol25 dataset.

For the total energy, the calculation gives -762.99659 a.u. Its HOMO-LUMO gap is 10.03 eV.

Element x y z (Å)
C (2.24, 2.24, -0.49)
C (2.98, 0.86, -0.24)
O (3.61, 0.80, 1.05)
C (2.00, -0.24, -0.38)
N (0.82, 0.07, 0.39)
C (-0.39, -0.42, 0.05)
O (-0.51, -1.04, -1.01)
C (-1.59, 0.05, 0.92)
C (-2.64, -1.07, 1.03)
C (-3.81, -0.63, 0.16)
C (-3.08, 0.30, -0.76)
N (-2.24, 1.09, 0.11)
C (2.61, -1.60, -0.06)
O (3.65, -1.81, 0.45)
O (1.82, -2.60, -0.47)
H (1.28, 2.30, 0.03)
H (2.27, 2.50, -1.60)
H (2.97, 3.00, -0.07)
H (3.87, 0.67, -0.91)
H (3.92, -0.21, 1.16)
H (1.62, -0.43, -1.40)
H (0.89, 0.54, 1.31)
H (-1.28, 0.47, 1.90)
H (-3.10, -1.19, 2.06)
H (-2.22, -2.06, 0.70)
H (-4.49, -0.09, 0.94)
H (-4.31, -1.40, -0.43)
H (-2.54, -0.32, -1.48)
H (-3.76, 0.98, -1.29)
H (-1.64, 1.49, -0.58)
H (1.08, -2.27, -1.08)

These are the Löwdin partial charges, in e, on atoms 1 to 2:
1 C -0.015
2 C -0.378

***

3.
The following is a quantum chemistry calculation of a structure of composition C9H16N2PPrS in a non-equilibrium geometry, from the OMol25 dataset.

For the total energy, the calculation gives -1718.40376 a.u. The expectation value of S² is 2.0087. Its HOMO-LUMO gap (spin up / spin down) is 5.23 / 5.23 eV. As for the spin multiplicity: 3.

Element x y z (Å)
C (-0.02, -1.92, -3.68)
C (-0.58, -1.03, -4.55)
C (-0.57, 0.40, -4.38)
C (0.33, 1.08, -3.49)
C (1.01, 0.49, -2.47)
Pr (-0.95, -0.58, -2.00)
P (-0.09, -3.35, -1.24)
H (0.21, -2.96, -3.96)
H (-1.14, -1.38, -5.44)
H (-1.17, 0.99, -5.07)
H (1.80, 1.00, -1.91)
H (0.39, 2.17, -3.67)
H (1.24, -3.49, -0.75)
H (-0.07, -4.48, -2.10)
H (-0.74, -3.97, -0.13)
S (0.72, -0.63, 0.30)
C (0.33, 0.31, 1.70)
N (-0.94, 0.53, 2.09)
C (-1.31, 1.17, 3.36)
C (-0.24, 2.14, 3.80)
C (1.13, 1.50, 3.74)
N (1.31, 0.84, 2.44)
H (-1.64, 0.00, 1.59)
H (-1.46, 0.40, 4.13)
H (-2.26, 1.68, 3.19)
H (-0.44, 2.46, 4.82)
H (-0.25, 3.02, 3.15)
H (1.25, 0.76, 4.54)
H (1.92, 2.25, 3.83)
H (2.24, 0.59, 2.14)

These are the Löwdin partial charges, in e, on atoms 1 to 2:
1 C -0.295
2 C -0.364

***

4.
The following is a quantum chemistry calculation of a cluster of 2 separate species, C9H16N3 in total in a non-equilibrium geometry, from the OMol25 dataset.

For the total energy, the calculation gives -516.58996 a.u. As for the charge: +1. Its HOMO-LUMO gap is 9.43 eV.

Element x y z (Å)
C (-1.26, 1.96, 2.57)
C (0.51, 0.52, 1.67)
N (-0.21, 1.67, 1.60)
N (-0.07, -0.59, 2.06)
N (1.80, 0.58, 1.39)
H (-0.14, 2.21, 0.76)
H (-1.04, -0.62, 2.28)
H (0.41, -1.43, 2.24)
H (2.32, 1.42, 1.25)
H (2.30, -0.30, 1.43)
H (-2.04, 1.20, 2.61)
H (-1.75, 2.87, 2.24)
H (-0.83, 2.27, 3.52)
C (2.24, -1.23, -1.42)
C (0.79, -0.85, -1.49)
C (0.36, 0.47, -1.61)
C (-0.17, -1.88, -1.49)
C (-1.00, 0.74, -1.65)
C (-1.52, -1.58, -1.36)
C (-1.94, -0.25, -1.41)
H (2.72, -1.03, -0.47)
H (2.85, -0.68, -2.14)
H (1.04, 1.26, -1.89)
H (0.23, -2.88, -1.58)
H (-1.33, 1.76, -1.84)
H (-2.23, -2.34, -1.08)
H (-3.01, -0.09, -1.39)
H (2.39, -2.25, -1.77)

These are the Löwdin partial charges, in e, on atoms 1 to 2:
1 C -0.043
2 C -0.448

***

5.
The following is a quantum chemistry calculation of a cluster of 2 separate species, C9H16N3 in total in a non-equilibrium geometry, from the OMol25 dataset.

For the total energy, the calculation gives -516.47775 a.u. As for the charge: +1. Its HOMO-LUMO gap is 8.18 eV.

Element x y z (Å)
C (2.95, 1.96, 1.20)
C (0.49, 1.93, 1.17)
N (1.69, 2.66, 1.18)
N (-0.72, 2.65, 1.33)
N (0.20, 0.57, 1.09)
H (1.62, 3.55, 1.82)
H (-0.86, 3.72, 1.33)
H (-1.68, 2.29, 0.96)
H (0.81, -0.18, 0.65)
H (-0.30, 0.19, 1.69)
H (3.36, 1.91, 2.30)
H (3.64, 2.55, 0.67)
H (2.81, 0.88, 0.87)
C (-0.03, -3.60, -0.49)
C (-2.00, -0.09, -1.99)
C (-2.33, -0.54, -0.68)
C (-0.77, -0.53, -2.49)
C (-1.52, -1.50, 0.03)
C (-0.05, -1.48, -1.80)
C (-0.47, -2.12, -0.67)
H (-2.64, 0.66, -2.43)
H (-3.18, -0.11, -0.16)
H (-0.46, -0.14, -3.37)
H (-1.90, -1.91, 0.98)
H (0.94, -1.61, -2.12)
H (-0.80, -4.22, -0.30)
H (0.58, -3.59, 0.47)
H (0.60, -3.90, -1.23)

These are the Löwdin partial charges, in e, on atoms 1 to 2:
1 C -0.075
2 C -0.262

***

6.
The following is a quantum chemistry calculation of a cluster of 2 separate species, C9H16N3O in total in a non-equilibrium geometry, from the OMol25 dataset.

For the total energy, the calculation gives -591.83340 a.u. As for the charge: +1. Its HOMO-LUMO gap is 8.85 eV.

Element x y z (Å)
C (-2.38, 1.77, -0.16)
C (-1.31, 1.04, 0.64)
C (-0.27, 1.66, 1.30)
C (-1.66, -0.27, 1.04)
C (0.70, 0.95, 2.01)
C (-0.73, -0.99, 1.77)
C (0.46, -0.41, 2.22)
O (1.29, -1.20, 2.93)
H (-2.04, 2.65, -0.70)
H (-3.35, 1.76, 0.33)
H (-0.23, 2.74, 1.31)
H (-2.63, -0.66, 0.79)
H (1.51, 1.55, 2.41)
H (-0.84, -2.02, 2.10)
H (2.20, -0.90, 3.01)
H (-2.56, 1.16, -1.07)
C (-0.14, -2.15, -1.92)
C (0.90, -0.03, -2.07)
N (-0.24, -0.67, -1.86)
N (1.87, -0.60, -2.81)
N (1.10, 1.22, -1.64)
H (-1.04, -0.26, -1.41)
H (1.59, -1.22, -3.55)
H (2.65, -0.02, -3.09)
H (0.49, 1.64, -0.95)
H (1.88, 1.75, -1.99)
H (-0.30, -2.47, -2.96)
H (-0.97, -2.59, -1.38)
H (0.81, -2.49, -1.54)

These are the Löwdin partial charges, in e, on atoms 1 to 2:
1 C -0.046
2 C -0.346